This record from OMol25 describes C38H70ILaN4OP2S as an isolated structure at a distorted geometry. The level of theory is ωB97M-V/def2-TZVPD.

XYZ file:
```
118
Properties=species:S:1:pos:R:3:forces:R:3:lowdin_charge:R:1
H 1.712 6.389 -1.225 0.22 1.05 -0.30 0.1555
C 3.529 0.808 3.527 0.06 0.61 0.72 -0.2891
C 1.282 -7.157 1.043 0.99 -1.35 0.23 -0.0665
H -2.280 -4.921 -0.658 -0.21 0.57 0.08 0.0872
I -3.474 0.136 0.391 -0.39 -0.27 -0.07 0.1358
C 1.959 -0.640 1.745 -0.73 -0.05 0.04 -0.4144
C 1.911 -1.383 -2.498 -1.42 0.71 -0.53 -0.1222
C 1.363 -0.209 2.956 2.21 0.76 0.45 -0.3594
H -2.295 -2.496 -2.557 -0.52 0.11 0.13 0.0681
H 0.317 -2.225 -3.698 -0.18 0.22 0.14 0.0854
C 3.260 -0.233 1.409 -0.43 -0.99 -0.27 -0.0201
H -3.695 -4.056 -1.219 -1.00 -0.03 -0.17 0.0687
H 5.179 2.084 4.013 -0.06 -0.23 0.35 0.0866
C -1.418 4.182 0.100 -0.86 -0.63 0.61 -0.3397
H 1.048 5.930 -2.708 -0.16 0.42 -0.59 0.1684
H -4.163 2.786 -2.940 1.17 -0.04 -0.24 0.1300
H -1.094 2.347 -4.925 0.09 0.41 0.14 0.0710
H 0.575 -0.029 6.048 0.76 -0.29 0.20 0.0564
C -3.781 2.979 -5.067 0.45 -0.56 -0.52 -0.0865
C -0.706 4.193 1.462 0.87 1.11 -2.44 -0.0661
O -0.771 0.800 -2.544 -1.19 -0.04 -0.91 -0.7523
H 0.911 3.682 -1.446 -0.36 -0.05 -0.40 0.1495
H 1.899 -3.915 -4.190 0.20 0.49 0.13 0.0853
H -2.926 -1.584 4.421 0.09 0.21 0.18 0.0804
H 0.747 1.916 1.968 -0.11 0.51 -0.50 0.0280
C -0.292 -2.715 4.446 0.62 -0.30 2.91 -0.1308
C 1.745 -3.490 1.943 0.09 2.16 -1.14 -0.0527
H -2.961 -1.820 2.704 -1.27 1.20 -1.87 -0.0247
C -0.707 0.895 4.615 -2.38 0.82 -0.42 -0.5029
H 0.349 -7.637 0.795 -0.67 0.35 -0.33 0.0634
H -2.889 2.963 -5.739 -0.72 0.65 0.40 0.0616
H -1.194 5.039 -1.891 0.18 -0.52 0.52 0.1427
H 1.466 -7.590 2.077 0.16 1.08 -1.07 0.0997
H 2.671 -1.335 -3.277 0.29 -0.26 0.26 0.0870
H 0.934 0.026 -4.986 -0.31 -0.65 0.32 0.0841
C -0.998 -1.950 3.422 0.08 -0.05 -2.00 -0.5267
H 1.397 -0.391 -2.542 0.23 -0.53 0.01 0.0317
C -0.705 5.030 -0.887 0.26 1.97 -1.87 -0.1116
H 1.914 0.762 4.828 -0.41 0.12 0.24 0.0903
H 1.304 3.035 -5.039 -0.14 0.51 -0.17 0.0601
H -2.359 2.829 -3.381 0.13 0.64 0.45 0.0488
C 0.750 4.673 -1.024 0.83 -1.06 -0.30 -0.2950
H 2.489 -5.255 2.761 -0.80 -0.14 -0.76 0.1339
C 4.005 0.524 2.282 0.35 -0.92 -0.85 -0.0663
C 2.216 0.487 3.836 -0.04 -0.23 0.00 -0.0432
H 2.280 -1.469 -1.487 0.61 -0.25 0.15 0.0434
C -2.685 -3.923 -0.920 1.36 0.02 0.35 -0.1056
H -1.065 -4.026 -4.041 -0.04 0.58 -0.28 0.0521
H -3.999 0.476 -4.330 0.76 0.01 0.21 0.1157
H 3.749 -0.661 0.531 -0.40 0.30 -0.01 0.1226
H -4.366 3.940 -5.138 0.97 -0.97 0.32 0.0973
C -3.300 0.924 -3.595 0.34 1.18 -0.59 -0.3200
H 3.871 2.012 5.220 0.05 0.33 0.51 0.0720
P -0.306 -2.579 -1.451 -0.79 0.45 1.11 0.9873
H -0.402 -3.801 4.414 -0.35 0.05 -0.47 0.0985
C -1.676 -4.409 -3.233 0.36 0.13 0.26 -0.0956
H -3.579 0.558 -2.624 -0.02 -0.30 0.59 0.0012
H 2.458 4.241 0.203 1.50 -0.52 -0.56 0.1181
P -0.410 -0.168 3.123 -1.34 -0.96 0.22 1.0182
C -0.914 1.303 -5.114 0.87 -0.77 0.44 -0.3313
N 1.093 2.439 1.137 0.06 -1.21 0.39 -0.0003
H -2.629 -3.256 -0.036 -0.17 -0.40 -0.38 0.0535
C 0.598 0.994 -5.306 0.01 1.59 0.09 -0.2406
H 4.982 0.629 5.080 -0.05 0.52 -0.17 0.1039
H 2.455 5.207 -2.120 -0.80 0.53 0.01 0.2014
H 2.577 1.816 -4.681 -1.83 0.40 0.25 0.1161
H 2.002 -7.672 0.356 -0.28 0.62 0.58 0.0917
C 0.773 3.861 1.324 0.74 0.17 1.33 -0.3399
H -1.606 2.852 -1.455 -0.30 -0.22 0.03 0.0336
H -2.328 2.285 5.279 -0.07 0.27 0.30 0.0662
C 0.867 -2.498 -2.790 1.39 -0.46 -1.70 -0.5508
C 1.507 4.684 0.258 -1.52 -0.09 1.52 -0.1043
H 0.811 1.048 -6.364 -0.02 -0.05 -0.34 0.1120
N 1.536 5.641 -1.878 0.56 -1.28 0.15 0.2475
H 1.668 5.699 0.611 -0.23 0.34 0.26 0.1416
C -0.414 0.372 6.006 -0.18 -1.11 -0.82 -0.1005
H -2.788 -3.115 3.649 0.13 -1.40 0.46 0.0805
H 1.153 2.069 -3.559 0.07 0.20 0.71 0.0221
C 1.293 -5.649 0.917 -0.74 1.22 0.82 -0.2382
H 1.257 4.101 2.271 -0.11 0.54 0.19 0.1506
H -1.477 1.018 -5.968 -0.55 -0.28 -0.92 0.0934
N 1.120 -1.335 0.861 -0.70 -2.05 -1.21 -0.2451
C -3.343 2.480 -3.643 -2.42 -0.44 -0.75 -0.2713
C 1.113 -2.810 0.864 0.78 1.52 0.84 -0.2720
C 1.450 2.069 -4.589 1.70 -1.44 -0.74 -0.1090
H 5.029 0.700 2.024 0.48 0.38 -0.03 0.1165
C 4.461 1.434 4.530 -0.11 -0.39 -0.24 -0.0306
H -4.397 2.187 -5.531 -0.13 0.48 0.33 0.0761
H 2.105 2.306 1.319 -0.45 0.10 -0.49 0.0903
C 0.593 -4.942 -0.107 1.21 -2.84 0.16 -0.0496
C -1.855 -3.373 -2.083 0.95 -0.82 -0.61 -0.5303
H -0.627 -2.432 5.475 0.26 -0.17 -0.67 0.0898
H 0.760 -2.541 4.408 0.92 0.14 0.10 0.0526
H 2.252 -2.845 2.686 -0.38 -0.76 -0.33 0.1190
La -0.442 0.280 -0.069 0.41 -0.55 -0.07 1.4359
H -1.066 -5.298 -2.965 -1.10 0.17 0.27 0.0750
H 2.439 -3.918 -2.502 1.19 -0.21 0.62 0.0619
C -2.489 -2.103 3.575 0.43 0.47 0.78 -0.1077
N -1.569 2.801 -0.441 0.38 1.14 0.49 -0.0531
H -1.065 -0.472 6.225 -0.21 0.13 0.21 0.0750
H -2.421 4.617 0.256 0.34 -0.10 -0.13 0.1624
S -1.597 0.315 -3.794 0.79 -0.43 1.14 0.9931
H -1.210 3.574 2.118 -0.90 -1.55 1.48 0.0931
C 1.605 -3.830 -3.140 -1.79 -0.93 -0.24 -0.0875
H -0.063 1.737 4.407 0.25 0.52 -0.05 0.0716
C -2.244 1.473 4.577 1.81 -0.72 -1.09 -0.0765
H -2.666 -4.611 -3.674 0.42 -0.47 0.33 0.0910
H -0.680 -2.436 2.453 -0.55 0.65 0.60 0.0976
H 1.003 -4.776 -2.987 0.43 1.26 0.06 0.0713
H -2.926 0.685 4.830 -0.31 -0.41 0.43 0.0495
H -0.771 6.107 -0.654 0.02 -0.23 0.56 0.1482
H -2.584 1.801 3.573 0.52 -0.01 0.40 0.0446
C 1.860 -4.842 1.937 0.64 -1.59 0.37 -0.0405
H -2.475 2.503 -0.100 -0.21 -0.54 -0.29 -0.0690
C 0.538 -3.565 -0.189 -0.17 0.91 0.71 -0.3151
H -0.500 1.110 6.768 -0.27 0.71 0.51 0.0804
H 0.268 -5.658 -0.899 -0.32 1.13 0.41 0.1217
H -0.817 5.202 1.840 0.18 0.30 0.27 0.1380
```
Positions in Å, forces in eV/Å.

E_tot = -86912.7266 eV
HOMO-LUMO gap = 5.66 eV
energy relative to the best compared isomer or geometry (same formula, charge and spin) = 2.835 eV
LUMO = -5.46 eV
net charge = +2
highest occupied orbital energy = -11.1 eV